69
Properties=species:S:1:pos:R:3:forces:R:3 method="wB97M-V/def2-TZVPD" orbital_gap_ev="4.98 / 6.71" charge=-2 e_above_lowest_kj_mol=0.00 multiplicity=3 total_energy_ha=-7351.0711 mol_weight_g_mol=719.06
Ti -0.17314 -1.23640 -0.68079 0.060 0.148 -0.511
O -2.46841 -2.01589 2.79124 0.060 -0.067 0.066
C -2.19243 -2.04442 1.59087 -0.225 0.044 -0.284
O -1.11080 -1.58062 1.09563 0.168 0.025 0.153
C -3.24908 -2.60187 0.62453 0.185 0.053 0.153
C -4.52696 -2.70208 1.18728 -0.103 0.000 -0.030
C -5.61551 -3.19255 0.49330 0.073 0.017 0.000
C -5.42177 -3.62166 -0.81767 -0.040 -0.011 0.001
C -4.17228 -3.53721 -1.39073 0.034 0.020 -0.011
C -3.04490 -3.02137 -0.71155 -0.101 0.032 -0.081
S -1.55367 -3.02020 -1.65567 -0.098 -0.234 0.051
H -4.62277 -2.37625 2.21440 0.003 -0.002 0.003
H -6.59178 -3.24447 0.96080 -0.002 0.003 0.001
H -6.25013 -4.01997 -1.39512 0.004 0.001 -0.001
H -4.01891 -3.86868 -2.41063 -0.013 -0.002 0.001
O -2.02520 0.08463 -1.23315 -0.141 -0.107 0.091
C -1.89372 1.43054 -0.75761 0.217 0.144 -0.033
C -0.35590 1.59946 -0.43251 -0.287 -0.196 -0.181
O -0.01910 2.46232 0.36692 0.077 0.088 -0.104
O 0.36731 0.80132 -1.11957 0.151 -0.096 0.605
C -2.15851 2.40349 -1.89738 -0.008 -0.066 -0.022
C -2.36935 1.94603 -3.19197 -0.028 0.035 0.037
C -2.57018 2.84922 -4.22960 0.002 -0.015 0.010
C -2.55088 4.21336 -3.98518 -0.002 0.011 -0.024
C -2.32171 4.67399 -2.69380 0.001 -0.010 0.021
C -2.12436 3.77597 -1.65761 0.011 0.024 -0.006
C -2.81677 1.63326 0.42912 -0.039 -0.030 -0.004
C -4.09586 2.15645 0.25295 -0.014 0.012 -0.002
C -4.99400 2.20836 1.31024 0.029 -0.009 0.007
C -4.62610 1.71913 2.55515 -0.029 0.009 0.000
C -3.35950 1.18242 2.73592 0.044 -0.012 -0.007
C -2.45651 1.15076 1.68438 -0.023 -0.004 0.004
H -2.81986 -0.33457 -0.87623 -0.049 0.040 0.040
H -2.36599 0.88058 -3.37524 0.001 -0.004 -0.007
H -2.73378 2.47876 -5.23468 0.000 0.007 -0.002
H -2.70320 4.91660 -4.79567 0.000 -0.004 -0.001
H -2.29027 5.73878 -2.49490 0.000 0.000 0.002
H -1.92597 4.12748 -0.65251 0.005 -0.007 -0.002
H -4.39628 2.52239 -0.72110 0.001 -0.002 0.001
H -5.98603 2.61550 1.15345 -0.002 0.000 0.001
H -5.33251 1.73730 3.37694 0.003 -0.002 0.003
H -3.07016 0.74917 3.68396 -0.013 0.006 0.007
H -1.48542 0.70094 1.83230 0.000 0.004 0.001
N 5.39638 -4.25600 -2.19576 -0.001 0.011 -0.011
C 4.68643 -3.76484 -1.41754 0.000 -0.026 0.017
N 3.99540 -3.21777 -0.44107 -0.027 -0.020 0.031
C 2.80858 -2.72911 -0.62607 0.068 0.111 -0.083
N 1.75626 -2.23350 -0.66827 0.058 0.062 0.134
C 5.94845 -0.18079 -1.08560 -0.020 0.039 -0.008
Ge 6.24879 -0.25945 0.83965 -0.053 -0.062 -0.010
C 7.40706 -1.78492 1.26249 -0.002 -0.014 0.003
C 7.11666 1.39312 1.45076 -0.011 0.041 0.026
C 4.54263 -0.50377 1.76629 0.039 -0.069 -0.067
Se 3.27551 0.90545 1.32644 0.048 -0.007 0.049
C 1.74724 0.08684 2.19714 -0.057 0.072 -0.026
H 6.84418 0.14937 -1.61480 0.010 -0.001 0.014
H 5.12924 0.50364 -1.30920 0.014 0.002 0.001
H 5.67179 -1.16968 -1.44890 0.002 -0.023 -0.021
H 8.37493 -1.69469 0.76627 0.005 0.014 -0.002
H 6.92773 -2.70056 0.91339 -0.002 -0.001 0.007
H 7.57425 -1.86514 2.33851 -0.005 0.004 -0.012
H 8.00029 1.61113 0.84847 0.015 -0.001 0.004
H 7.42063 1.30547 2.49559 0.000 0.001 -0.003
H 6.42318 2.23126 1.36877 0.007 -0.001 -0.009
H 4.67471 -0.56793 2.84781 0.046 0.020 -0.010
H 4.14339 -1.45121 1.40095 -0.043 0.003 0.063
H 1.93442 -0.01524 3.26465 0.004 -0.006 -0.004
H 1.53974 -0.88704 1.75751 0.000 0.015 -0.013
H 0.90445 0.75536 2.03400 -0.004 -0.005 -0.019